# 1
# C6H13NO

A 2-piece molecular cluster, C6H13NO overall in a non-equilibrium geometry (ωB97M-V/def2-TZVPD, the Open Molecules 2025 dataset).

Summary:
E_HOMO	-8.11	eV
DFT total energy	-366.1490	Ha
HOMO-LUMO gap	0.2226	Ha
max |F|	6.51	eV Å⁻¹
2S+1	1

Last column: natural (NBO) charge in e.
Cartesian coordinates (Å):
C: 1.36 0.72 -0.02  -0.1806
C: 2.71 0.54 0.77  -0.6484
C: 0.73 -0.43 -0.46  0.5312
N: -0.28 -0.36 -1.46  -0.6126
C: -1.47 0.40 -1.07  -0.2167
C: -1.89 0.14 0.41  -0.4188
C: -1.75 -1.37 0.82  -0.6374
O: 1.28 -1.52 -0.13  -0.5934
H: 1.53 1.60 -0.59  -0.0217
H: 1.84 2.36 -0.90  0.2757
H: 2.90 1.44 1.28  0.1994
H: 3.64 0.31 0.30  0.2172
H: 2.64 -0.35 1.46  0.2594
H: -0.48 -1.29 -1.73  0.3831
H: -2.27 0.16 -1.77  0.1979
H: -1.21 1.48 -1.22  0.1926
H: -2.84 0.65 0.59  0.2151
H: -1.06 0.66 0.95  0.2087
H: -2.62 -1.83 0.44  0.1957
H: -0.93 -1.98 0.47  0.2397
H: -1.85 -1.33 1.87  0.2142



# 2
# C6H13NO

One molecule with the formula C6H13NO in a non-equilibrium geometry (ωB97M-V/def2-TZVPD, the Open Molecules 2025 dataset).

Summary:
E_HOMO	-9.52	eV
DFT total energy	-366.4202	Ha
HOMO-LUMO gap	0.3852	Ha
max |F|	1.25	eV Å⁻¹
2S+1	1

Last column: natural (NBO) charge in e.
Cartesian coordinates (Å):
C: 2.69 -0.97 -1.53  -0.6294
C: 2.29 -0.04 -0.41  -0.2310
N: 1.04 -0.35 0.27  -0.6210
C: -0.10 0.37 -0.01  0.6818
O: -0.07 1.32 -0.77  -0.6359
C: -1.33 0.10 0.86  -0.2914
C: -1.85 1.44 1.41  -0.5942
C: -2.39 -0.53 -0.07  -0.6011
H: 1.82 -1.44 -1.97  0.2128
H: 3.30 -1.79 -1.15  0.2045
H: 3.18 -0.47 -2.37  0.2235
H: 3.03 -0.04 0.39  0.1879
H: 2.27 0.99 -0.68  0.2304
H: 0.98 -1.30 0.58  0.3863
H: -1.05 -0.56 1.68  0.1978
H: -2.77 1.19 1.92  0.2015
H: -2.01 2.11 0.58  0.2299
H: -1.14 1.86 2.12  0.2109
H: -1.98 -1.34 -0.67  0.2084
H: -2.69 0.26 -0.75  0.2193
H: -3.24 -0.80 0.56  0.2089



# 3
# C6H13NO

C6H13NO as an isolated structure in a non-equilibrium geometry (ωB97M-V/def2-TZVPD, the Open Molecules 2025 dataset).

Summary:
E_HOMO	-6.81	eV
DFT total energy	-366.2612	Ha
HOMO-LUMO gap	0.2828	Ha
max |F|	7.33	eV Å⁻¹
2S+1	1

Last column: natural (NBO) charge in e.
Cartesian coordinates (Å):
C: -0.34 -1.09 -0.54  -0.1329
C: 0.50 1.01 0.65  -0.2203
C: -1.81 -1.06 -0.87  -0.6464
C: -0.15 2.01 -0.28  -0.6137
C: 1.97 0.71 0.41  -0.6145
C: -0.28 0.01 1.19  0.6856
N: 0.11 -2.36 -0.12  -0.8998
O: -0.86 -0.48 2.10  -0.5018
H: 0.28 -0.70 -1.34  0.1759
H: 0.53 1.82 1.99  0.0209
H: -0.38 -2.72 0.70  0.3921
H: 0.94 -2.74 -0.56  0.3922
H: -2.12 -0.07 -1.20  0.2016
H: -2.42 -1.33 0.00  0.2100
H: -2.05 -1.77 -1.68  0.2059
H: -1.21 2.15 -0.04  0.2285
H: 0.35 2.98 -0.16  0.2344
H: -0.06 1.70 -1.32  0.2080
H: 2.31 -0.14 1.02  0.2314
H: 2.56 1.59 0.69  0.2351
H: 2.15 0.48 -0.64  0.2075



# 4
# C6H13NO

One molecule with the formula C6H13NO in a non-equilibrium geometry (ωB97M-V/def2-TZVPD, the Open Molecules 2025 dataset).

Summary:
E_HOMO	-9.45	eV
DFT total energy	-366.3177	Ha
HOMO-LUMO gap	0.3815	Ha
max |F|	5.07	eV Å⁻¹
2S+1	1

Last column: natural (NBO) charge in e.
Cartesian coordinates (Å):
C: -2.25 -1.64 1.46  -0.6261
C: -1.80 -0.23 1.38  -0.3951
C: -0.28 -0.15 1.17  -0.4125
C: 0.21 -0.54 -0.24  -0.4336
C: 0.82 0.55 -1.17  -0.2010
N: 2.16 1.03 -1.13  -0.6747
C: 2.68 1.79 -2.23  0.5402
O: 3.60 2.61 -2.15  -0.5718
H: -2.27 -2.27 0.42  0.2139
H: -1.89 -2.08 2.36  0.2141
H: -3.28 -1.57 1.86  0.2130
H: -2.02 0.29 2.28  0.2033
H: -2.20 0.34 0.53  0.1976
H: 0.24 -0.44 2.04  0.2096
H: 0.05 0.90 1.29  0.1992
H: 0.93 -1.26 -0.13  0.2154
H: -0.42 -1.23 -0.91  0.2252
H: 0.71 0.05 -2.27  0.1893
H: 0.02 1.46 -1.20  0.1658
H: 2.67 1.11 -0.11  0.4090
H: 2.33 1.28 -3.24  0.1191



# 5
# C6H13NO

One molecule with the formula C6H13NO (ωB97M-V/def2-TZVPD, the Open Molecules 2025 dataset).

Summary:
E_HOMO	-9.19	eV
DFT total energy	-366.3898	Ha
HOMO-LUMO gap	0.3719	Ha
max |F|	0.56	eV Å⁻¹
2S+1	1

Last column: natural (NBO) charge in e.
Cartesian coordinates (Å):
C: -0.55 0.27 2.54  -0.6246
C: 0.19 -0.29 1.35  0.1036
O: -0.62 -1.11 0.49  -0.5403
C: -0.30 -0.33 -0.68  0.2423
C: 0.51 -1.14 -1.68  -0.6342
C: -1.55 0.25 -1.34  -0.6246
C: 0.51 0.67 0.19  -0.0843
N: 1.90 0.94 -0.05  -0.8205
H: -1.44 0.79 2.22  0.2069
H: -0.84 -0.54 3.21  0.2165
H: 0.10 0.96 3.08  0.2162
H: 1.08 -0.85 1.68  0.1642
H: 1.35 -1.63 -1.19  0.2083
H: 0.89 -0.49 -2.47  0.2090
H: -0.11 -1.91 -2.13  0.2208
H: -2.16 -0.55 -1.75  0.2152
H: -1.27 0.94 -2.14  0.2084
H: -2.14 0.79 -0.60  0.2131
H: -0.01 1.63 0.30  0.1884
H: 2.43 0.08 -0.15  0.3557
H: 2.02 1.50 -0.88  0.3599



# 6
# C6H13NO

A 2-piece molecular cluster, C6H13NO overall in a non-equilibrium geometry (ωB97M-V/def2-TZVPD, the Open Molecules 2025 dataset).

Summary:
E_HOMO	-8.97	eV
DFT total energy	-366.2238	Ha
HOMO-LUMO gap	0.2821	Ha
max |F|	4.07	eV Å⁻¹
2S+1	1

Last column: natural (NBO) charge in e.
Cartesian coordinates (Å):
C: -0.81 -0.10 1.91  -0.4145
C: 0.51 -0.87 2.02  -0.6266
C: -1.39 -0.09 0.43  -0.2067
N: -0.60 -0.72 -0.59  -0.6990
C: -0.05 1.12 -2.34  -0.7032
C: 0.31 0.07 -1.35  0.2766
C: 1.72 -0.18 -1.14  0.2531
O: 2.29 -1.04 -0.46  -0.6086
H: -1.57 -0.52 2.58  0.2008
H: -0.71 0.94 2.26  0.1954
H: 0.54 -1.70 1.31  0.2420
H: 0.64 -1.25 3.04  0.2089
H: 1.40 -0.29 1.74  0.2165
H: -2.36 -0.71 0.58  0.1988
H: -1.69 0.92 0.26  0.1774
H: -1.20 -1.29 -1.16  0.3862
H: -0.66 0.71 -3.13  0.2341
H: 0.88 1.51 -2.74  0.2352
H: -0.68 1.90 -1.86  0.2441
H: 1.05 1.08 0.34  0.0738
H: 2.36 0.52 -1.71  0.1157



Question: Number 2 is which compound?
Answer: C6H13NO